Record 1
The following is a quantum chemistry calculation of one molecule with the formula C25H23N3O3, from the OMol25 dataset.

Properties
* SMILES: COc1ccc(/N=C(\c2ccccc2)c2c(C)[nH]n(-c3ccccc3)c2=O)c(OC)c1
* gap between HOMO and LUMO: 7.93 eV
* DFT total energy: -36909.9002 eV

The geometry in ORCA input format:
```
! RIJCOSX wB97M-V def2-TZVPD def2/J DEFGRID3
* xyz 0 1
C -7.1918 -0.1554 0.0132
O -6.4105 -0.9405 -0.8498
C -5.0569 -0.9801 -0.6577
C -4.3365 -1.7687 -1.5495
C -2.9670 -1.8638 -1.4331
C -2.2704 -1.1587 -0.4543
N -0.9059 -1.3394 -0.3597
C -0.0496 -0.3938 -0.2653
C -0.3740 1.0450 -0.3662
C 0.0696 1.9324 0.6085
C -0.2898 3.2648 0.5505
C -1.0869 3.7270 -0.4839
C -1.5253 2.8498 -1.4611
C -1.1760 1.5134 -1.4008
C 1.3387 -0.7514 -0.0645
C 1.8171 -1.9486 0.4094
C 1.0806 -3.1483 0.8637
N 3.1735 -1.9235 0.3886
N 3.5958 -0.6648 0.0031
C 4.9497 -0.3743 -0.1616
C 5.3751 0.9521 -0.2147
C 6.7192 1.2357 -0.3593
C 7.6529 0.2152 -0.4400
C 7.2299 -1.1016 -0.3924
C 5.8869 -1.4021 -0.2583
C 2.4778 0.1082 -0.3482
O 2.5447 1.2301 -0.8065
C -3.0071 -0.3858 0.4654
O -2.2812 0.2136 1.4595
C -2.9347 1.0841 2.3438
C -4.3872 -0.3030 0.3567
H -7.1223 -0.5016 1.0504
H -8.2183 -0.2692 -0.3326
H -6.9113 0.9025 -0.0360
H -4.8702 -2.2969 -2.3227
H -2.4002 -2.4663 -2.1258
H 0.6811 1.5689 1.4215
H 0.0552 3.9491 1.3128
H -1.3634 4.7708 -0.5295
H -2.1429 3.2069 -2.2728
H -1.5150 0.8284 -2.1650
H 0.0738 -2.8552 1.1483
H 1.5908 -3.6329 1.6947
H 0.9921 -3.8616 0.0452
H 3.7686 -2.4723 0.9919
H 4.6459 1.7425 -0.1618
H 7.0401 2.2655 -0.4037
H 8.7023 0.4438 -0.5467
H 7.9476 -1.9052 -0.4670
H 5.5729 -2.4357 -0.2554
H -3.6754 0.5597 2.9581
H -3.4178 1.9095 1.8103
H -2.1547 1.4863 2.9886
H -4.9394 0.2954 1.0620
*
```

***

Record 2
The following is a quantum chemistry calculation of one molecule with the formula C14H21N5O3, from the OMol25 dataset.

Properties
* SMILES: CNC(=O)[C@H]1CCCN1C(=O)[C@@H](Cc1cnc[nH]1)NC(C)=O
* gap between HOMO and LUMO: 9.42 eV
* DFT total energy: -28450.7207 eV

The geometry in ORCA input format:
```
! RIJCOSX wB97M-V def2-TZVPD def2/J DEFGRID3
* xyz 0 1
C 1.2409 1.8580 -3.2801
N 1.0480 0.8002 -2.2981
C -0.1161 0.1502 -2.3014
O -1.0466 0.5774 -2.9065
C -0.2924 -1.0902 -1.3799
C -0.1469 -2.4372 -2.1684
C 0.3973 -3.3708 -1.1004
C 1.3431 -2.4230 -0.3749
N 0.6821 -1.0655 -0.2338
C 0.7784 -0.3271 0.9265
O 1.5044 -0.6773 1.9350
C 0.0242 0.9874 1.0539
C -1.1131 0.9209 2.1489
C -2.3219 0.1298 1.6725
C -2.5034 -1.2371 1.7364
N -3.6203 -1.5220 0.8942
C -4.1361 -0.3559 0.5155
N -3.3433 0.6214 0.9176
N 0.8725 2.1774 1.1921
C 1.8811 2.6648 1.8986
C 2.6236 1.7608 2.8737
O 2.1925 3.7916 1.6854
H 1.9366 2.6581 -2.9847
H 0.3219 2.2401 -3.6365
H 1.6518 1.3312 -4.1577
H 1.8086 0.5170 -1.7952
H -1.3795 -1.1085 -1.0283
H 0.5890 -2.2358 -2.9685
H -1.1017 -2.8007 -2.7055
H -0.3834 -3.5669 -0.3908
H 0.8439 -4.2458 -1.5018
H 1.4873 -2.8134 0.6566
H 2.2923 -2.4044 -0.8320
H -0.4087 1.0446 0.0432
H -1.4739 1.9135 2.2457
H -0.7780 0.5448 3.1210
H -1.8131 -1.9146 2.2376
H -4.9746 -0.2481 -0.2099
H -3.4878 1.5766 0.5397
H 0.4602 2.7209 0.5655
H 3.2260 1.0529 2.2682
H 1.8889 1.4710 3.6729
H 3.3459 2.3333 3.4538
*
```

***

Record 3
The following is a quantum chemistry calculation of C23H23AsN2O2S5TcTe as an isolated structure, from the OMol25 dataset.

Properties
* gap between HOMO and LUMO (spin up / spin down): 5.24 / 5.14 eV
* DFT total energy: -155788.8233 eV

The geometry in ORCA input format:
```
! RIJCOSX wB97M-V def2-TZVPD def2/J DEFGRID3
* xyz 2 2
Tc -0.2388 0.2475 -0.2047
S -5.1108 -0.0767 -0.7896
As -3.4060 -0.1511 0.3572
S -1.9275 1.5638 0.2843
S -1.6664 -1.4063 -0.4219
S -4.0995 -0.6782 2.2057
O 2.7263 -0.2864 2.5369
S 1.3068 -0.2717 2.6881
N 0.4403 -0.1406 1.4650
C 5.4116 8.0528 -0.1200
C 4.8716 6.6464 -0.1492
C 3.5172 6.4062 -0.2990
C 2.9781 5.1242 -0.2873
C 1.4713 5.0110 -0.3504
C 3.8759 4.0572 -0.1729
Te 3.3072 2.0322 -0.0617
N 1.4287 1.8313 -0.7803
C 1.0870 1.5593 -2.0183
O 0.0482 0.7039 -2.0446
C 1.5561 2.0417 -3.2999
C 2.1821 3.2858 -3.4024
C 2.5610 3.7624 -4.6420
C 2.3497 2.9840 -5.7753
C 1.7337 1.7395 -5.6784
C 1.3150 1.2750 -4.4460
C 4.3723 1.2284 -1.6726
C 5.0417 2.0651 -2.5548
C 5.7054 1.5102 -3.6358
C 5.6895 0.1335 -3.8158
C 5.0162 -0.6887 -2.9209
C 4.3377 -0.1641 -1.8271
C 3.6010 -1.0957 -0.8913
C 5.2514 4.2525 0.0753
C 6.2367 3.1477 0.4001
C 5.7159 5.5570 0.0526
H 4.7332 8.7545 -0.6033
H 6.3843 8.1126 -0.6065
H 5.5446 8.3773 0.9143
H 2.8388 7.2476 -0.4045
H 1.0340 5.5789 0.4722
H 1.1053 3.9943 -0.2730
H 1.0797 5.4421 -1.2728
H 2.3397 3.8926 -2.5216
H 3.0183 4.7401 -4.7308
H 2.6616 3.3540 -6.7452
H 1.5724 1.1417 -6.5655
H 0.8081 0.3236 -4.3614
H 5.0622 3.1364 -2.3949
H 6.2360 2.1504 -4.3289
H 6.2098 -0.3070 -4.6574
H 5.0243 -1.7625 -3.0686
H 3.9349 -2.1211 -1.0288
H 2.5241 -1.0866 -1.0931
H 3.7508 -0.8479 0.1601
H 5.8290 2.3919 1.0811
H 7.0983 3.5663 0.9157
H 6.6029 2.6362 -0.4884
H 6.7722 5.7333 0.2266
*
```

***

Record 4
The following is a quantum chemistry calculation of one molecule with the formula CH4N2S3, from the OMol25 dataset.

Properties
* SMILES: S=C(NS)NS
* gap between HOMO and LUMO: 8.86 eV
* DFT total energy: -36586.9952 eV

The geometry in ORCA input format:
```
! RIJCOSX wB97M-V def2-TZVPD def2/J DEFGRID3
* xyz 0 1
S -1.7254 -1.0102 -1.0679
C -0.5409 -0.1793 -0.2362
N -0.5943 -0.0853 1.1351
S 0.5324 0.6845 2.1556
N 0.5936 0.2907 -0.7935
S 0.9961 -0.0672 -2.4028
H -1.3525 -0.6372 1.5299
H 0.1040 1.9011 2.1700
H 1.2915 0.4672 -0.0465
H 0.6954 -1.3643 -2.4437
*
```

***

Record 5
The following is a quantum chemistry calculation of a 2-piece molecular cluster, C27H30N4O3S overall, from the OMol25 dataset.

Properties
* gap between HOMO and LUMO: 5.27 eV
* DFT total energy: -51424.5606 eV

The geometry in ORCA input format:
```
! RIJCOSX wB97M-V def2-TZVPD def2/J DEFGRID3
* xyz 0 1
C 2.6095 -2.9352 -1.8780
N 1.4437 -2.4854 -1.1586
C 0.2981 -3.2316 -1.0665
O 0.0899 -4.2966 -1.6427
C -0.6690 -2.4731 -0.1531
C -0.9622 -3.1959 1.1711
C -1.5715 -4.5640 0.9720
C -0.9076 -5.7075 1.4296
C -1.4323 -6.9740 1.1594
C -2.6544 -7.1011 0.4841
C -3.3359 -5.9508 0.0629
C -2.7990 -4.6829 0.3139
N 0.0345 -1.2027 0.0424
C -0.4949 -0.2142 0.7706
C 0.1309 1.0090 0.9426
C -0.4770 2.1119 1.5184
C 0.2139 3.3270 1.8212
C -0.4568 4.3323 2.5645
C 0.1405 5.5532 2.8146
C 1.4307 5.8199 2.3321
C 2.0695 7.1452 2.5894
C 2.1255 4.8268 1.6285
C 1.5433 3.5925 1.3878
C 1.3840 -1.1623 -0.5611
C 2.5118 -1.0188 0.4782
C 1.5378 -0.0769 -1.6418
H 2.4690 -3.9725 -2.1910
H 2.7870 -2.3101 -2.7622
H 3.4949 -2.8679 -1.2351
H -1.6177 -2.3090 -0.7007
H -0.0235 -3.2806 1.7421
H -1.6530 -2.5571 1.7432
H 0.0368 -5.5896 1.9673
H -0.8815 -7.8624 1.4711
H -3.0748 -8.0916 0.2897
H -4.2822 -6.0358 -0.4727
H -3.3174 -3.7781 -0.0156
H -1.4978 -0.3795 1.1741
H 1.1481 1.1297 0.5848
H -1.5208 2.0323 1.8292
H -1.4615 4.1080 2.9235
H -0.3906 6.3174 3.3838
H 3.0809 7.1623 2.1684
H 1.4888 7.9578 2.1322
H 2.1406 7.3546 3.6659
H 3.1347 5.0386 1.2677
H 2.1012 2.8352 0.8339
H 2.4894 -1.8621 1.1800
H 3.4719 -1.0124 -0.0509
H 2.4352 -0.0914 1.0489
H 0.8477 -0.2659 -2.4745
H 1.3378 0.9254 -1.2505
H 2.5724 -0.1000 -2.0092
C -1.6327 2.7762 -1.3623
C -2.1863 1.5330 -1.7211
O -2.6809 0.6712 -0.9670
N -2.1446 1.2361 -3.1174
C -1.3837 1.8625 -4.0781
S -1.2013 1.2863 -5.6469
N -0.7717 2.9928 -3.5896
C -0.7084 3.4176 -2.2202
O 0.1364 4.2707 -1.9083
H -1.7632 3.1476 -0.3587
H -2.6046 0.3757 -3.4071
H -0.1780 3.4899 -4.2480
*
```

***

Record 6
The following is a quantum chemistry calculation of C10H14BMgN7O2 as an isolated structure, from the OMol25 dataset.

Properties
* gap between HOMO and LUMO: 8.25 eV
* DFT total energy: -31245.6110 eV

The geometry in ORCA input format:
```
! RIJCOSX wB97M-V def2-TZVPD def2/J DEFGRID3
* xyz 0 1
H 1.4168 -2.0770 1.4430
N -0.1769 -1.7856 0.0887
B -2.2840 -2.0802 -1.3092
N -1.2265 -2.5889 -0.3066
C -1.1434 -3.7784 0.2894
Mg -0.0137 0.2630 -0.6661
H -1.9287 -4.4949 0.1079
C 0.0027 -3.7962 1.0708
H 0.3797 -4.6055 1.6567
C 0.5660 -2.5111 0.9404
H -3.1237 -2.8914 -1.5394
C 1.3233 2.4474 -1.4194
H 2.2025 2.9606 -1.0387
H 0.4449 2.9820 -1.0403
H 1.3415 2.5277 -2.5090
N -1.4625 -1.6582 -2.5447
N -2.8582 -0.7591 -0.7467
N -0.4264 -0.7233 -2.4505
N -2.0176 0.2938 -0.4243
C -1.5688 -2.1181 -3.7983
C -4.1283 -0.4355 -0.4726
H -2.3327 -2.8525 -4.0265
H -4.8941 -1.1747 -0.6462
C -0.5896 -1.4894 -4.5663
C -4.1404 0.8758 0.0294
C 0.1032 -0.6374 -3.6856
C -2.7872 1.2687 0.0787
H -0.4028 -1.6269 -5.6132
H -4.9904 1.4442 0.3139
H 0.9472 0.0145 -3.8925
H -2.3383 2.1709 0.4643
H 1.3904 1.3837 -1.0912
O 2.0624 0.6239 2.6659
N 1.3729 0.2167 1.7428
O 0.5032 1.0122 1.2037
*
```

***

Record 7
The following is a quantum chemistry calculation of a 6-piece molecular cluster, H14NO5 overall, from the OMol25 dataset.

Properties
* gap between HOMO and LUMO (spin up / spin down): 3.28 / 11.99 eV
* DFT total energy: -11951.8077 eV

The geometry in ORCA input format:
```
! RIJCOSX wB97M-V def2-TZVPD def2/J DEFGRID3
* xyz 0 2
N 0.6932 -1.4799 0.3870
H 0.4887 -1.4040 -0.6264
H 1.3078 -0.8869 0.9824
H 0.9269 -2.4701 0.5058
H -0.2435 -1.2974 0.8405
H -2.2297 -1.7012 4.7456
H -0.9471 -0.9579 5.0455
O -1.7032 -0.9505 4.4497
H 0.0834 -3.1035 -3.3921
H 1.1188 -1.9807 -3.3931
O 0.5866 -2.5312 -2.8009
H 0.7714 5.1449 -4.7129
H -0.6811 4.8357 -4.3090
O 0.1712 4.4280 -4.4962
H -2.0563 0.2118 1.2414
H -1.7064 -0.5692 2.5837
O -1.4938 -0.4590 1.6408
H 1.1667 2.3291 0.6988
H 2.3152 1.4142 0.1163
O 1.4312 1.4275 0.4931
*
```

***

Record 8
The following is a quantum chemistry calculation of one molecule with the formula C8H16N2O3S, from the OMol25 dataset.

Properties
* gap between HOMO and LUMO (spin up / spin down): 6.01 / 5.75 eV
* DFT total energy: -28507.9089 eV

The geometry in ORCA input format:
```
! RIJCOSX wB97M-V def2-TZVPD def2/J DEFGRID3
* xyz 0 3
C 0.8793 -0.1715 1.0641
C 1.3912 0.5810 0.0884
C -0.4416 -0.8842 1.1242
C -0.6268 0.7916 -1.0358
C 2.7265 1.2514 0.1869
C -0.3296 -2.1172 2.0317
C 1.4036 0.8906 -2.3589
C -2.3434 -1.5702 -0.2998
N 0.6778 0.7921 -1.1093
N -0.9416 -1.2278 -0.1978
O -0.4428 2.2160 1.2056
O -1.5939 2.9245 -0.8339
O -2.6262 1.2652 0.6695
S -1.4264 1.9152 0.1982
H 1.4645 -0.2664 1.9662
H -1.1673 -0.1852 1.5592
H -1.1836 0.8055 -1.9624
H 3.0446 1.2844 1.2254
H 2.6466 2.2740 -0.1776
H 3.4896 0.7292 -0.3932
H 0.3748 -2.8383 1.6179
H -1.2979 -2.5962 2.1468
H 0.0154 -1.8190 3.0169
H 0.7352 0.6492 -3.1852
H 1.7679 1.9106 -2.4999
H 2.2510 0.2048 -2.3652
H -2.9186 -0.7316 0.0942
H -2.6010 -1.7180 -1.3471
H -2.5958 -2.4813 0.2532
H -0.3314 -1.8784 -0.6823
*
```

***

Record 9
The following is a quantum chemistry calculation of C5H8O as an isolated structure, from the OMol25 dataset.

Properties
* gap between HOMO and LUMO: 8.71 eV
* DFT total energy: -7357.6676 eV

The geometry in ORCA input format:
```
! RIJCOSX wB97M-V def2-TZVPD def2/J DEFGRID3
* xyz 0 1
C -1.4181 0.0202 0.8339
C -0.1004 -0.6495 0.6588
C 0.7005 -0.6605 -0.5800
C 0.3546 0.6184 -1.3441
O 0.8074 1.4407 -0.2423
C 1.3225 0.2794 0.3490
H -1.9956 0.4933 0.0393
H -1.5493 0.5700 1.7980
H -1.6377 -1.1241 0.6547
H 0.0912 -1.3415 1.4767
H 1.0902 -1.5661 -1.0166
H -0.6929 0.8062 -1.5968
H 1.0083 0.7769 -2.2016
H 2.0125 0.3215 1.1759
*
```

***

Record 10
The following is a quantum chemistry calculation of a 3-piece molecular cluster, C16H37N2O2 overall, from the OMol25 dataset.

Properties
* gap between HOMO and LUMO: 3.91 eV
* DFT total energy: -24264.5637 eV

The geometry in ORCA input format:
```
! RIJCOSX wB97M-V def2-TZVPD def2/J DEFGRID3
* xyz -1 1
C 5.9113 -0.5899 1.8306
C 5.0790 0.5062 2.5390
C 4.0488 1.1430 1.6366
O 3.0150 0.2663 1.1578
C 2.5346 -0.5364 2.0883
O 1.4266 -0.5047 2.4360
H 5.4140 -0.8461 0.8946
H 5.8792 -1.4852 2.4619
H 5.7459 1.3233 2.8048
H 4.6505 0.1671 3.4846
H 3.6289 2.0302 2.1116
H 4.5742 1.4820 0.7602
H 3.2300 -1.2779 2.4713
C -3.4254 -2.2375 4.1715
C -4.0726 -2.0489 2.8077
N -4.2000 -0.6584 2.4198
C -5.0462 -0.4634 1.2580
C -4.5873 -1.0517 -0.0823
C -2.9652 0.1157 2.4439
C -1.7927 -0.3620 1.5794
H -3.9672 -1.6843 4.9404
H -3.4385 -3.2951 4.4403
H -2.3845 -1.9137 4.1792
H -5.0790 -2.4772 2.8517
H -3.5127 -2.6426 2.0682
H -5.2185 0.6094 1.1315
H -6.0294 -0.8865 1.4939
H -3.7801 -0.4717 -0.5258
H -5.4177 -1.0369 -0.7932
H -4.2573 -2.0865 0.0109
H -2.6228 0.1686 3.4803
H -3.2048 1.1500 2.1824
H -1.6428 -1.4406 1.6419
H -0.8696 0.1062 1.9189
H -1.9206 -0.0906 0.5325
C 2.1954 2.7433 -4.5584
C 0.9543 2.1159 -3.9415
N 0.9707 0.6675 -3.9656
C -0.3099 0.0749 -3.6280
C -0.8587 0.2902 -2.2128
C 2.1382 0.0409 -3.3583
C 2.4435 0.3514 -1.8877
H 2.3456 2.3891 -5.5796
H 2.0818 3.8284 -4.5877
H 3.0939 2.5265 -3.9804
H 0.0873 2.4501 -4.5200
H 0.8252 2.5186 -2.9248
H -0.2561 -0.9995 -3.8253
H -1.0478 0.4615 -4.3407
H -0.3403 -0.3202 -1.4756
H -1.9122 -0.0006 -2.1823
H -0.7993 1.3326 -1.8982
H 3.0131 0.3141 -3.9547
H 2.0485 -1.0413 -3.4848
H 2.3363 1.4121 -1.6572
H 3.4742 0.0758 -1.6603
H 1.8134 -0.2113 -1.2046
*
```

***

Record 11
The following is a quantum chemistry calculation of C2Cl7N as an isolated structure, from the OMol25 dataset.

Properties
* gap between HOMO and LUMO: 10.92 eV
* DFT total energy: -91218.9721 eV

The geometry in ORCA input format:
```
! RIJCOSX wB97M-V def2-TZVPD def2/J DEFGRID3
* xyz 0 1
C 2.1868 0.3555 -0.2606
C -2.1432 0.0344 0.1025
N 1.4814 -0.6486 -0.5819
Cl 1.9171 1.9086 -0.7918
Cl 3.6007 0.3514 0.8037
Cl -1.9967 0.2431 1.9160
Cl -1.9283 -1.6170 -0.3317
Cl -1.1526 1.1011 -0.8753
Cl -3.8560 0.4426 -0.0744
Cl 1.8909 -2.1710 0.0936
*
```

***

Record 12
The following is a quantum chemistry calculation of a 2-piece molecular cluster, C2H3FIN3 overall, from the OMol25 dataset.

Properties
* SMILES: Fc1cnn[nH]1.I
* gap between HOMO and LUMO: 10.09 eV
* DFT total energy: -17409.0726 eV

The geometry in ORCA input format:
```
! RIJCOSX wB97M-V def2-TZVPD def2/J DEFGRID3
* xyz 0 1
F 2.3130 -1.2732 0.8808
C 1.2923 -0.5083 0.7070
C 0.5296 0.1226 1.5412
N -0.4213 0.7969 0.7719
N -0.1727 0.6094 -0.4242
N 0.8633 -0.2651 -0.5563
H 0.5055 0.0749 2.6340
H 1.2134 -0.7108 -1.3909
I -3.1386 0.9566 -2.1101
H -2.8378 1.1454 -0.6198
*
```

***

Copy entry 8 word for word.
The following is a quantum chemistry calculation of one molecule with the formula C8H16N2O3S, from the OMol25 dataset.

Properties
* gap between HOMO and LUMO (spin up / spin down): 6.01 / 5.75 eV
* DFT total energy: -28507.9089 eV

The geometry in ORCA input format:
```
! RIJCOSX wB97M-V def2-TZVPD def2/J DEFGRID3
* xyz 0 3
C 0.8793 -0.1715 1.0641
C 1.3912 0.5810 0.0884
C -0.4416 -0.8842 1.1242
C -0.6268 0.7916 -1.0358
C 2.7265 1.2514 0.1869
C -0.3296 -2.1172 2.0317
C 1.4036 0.8906 -2.3589
C -2.3434 -1.5702 -0.2998
N 0.6778 0.7921 -1.1093
N -0.9416 -1.2278 -0.1978
O -0.4428 2.2160 1.2056
O -1.5939 2.9245 -0.8339
O -2.6262 1.2652 0.6695
S -1.4264 1.9152 0.1982
H 1.4645 -0.2664 1.9662
H -1.1673 -0.1852 1.5592
H -1.1836 0.8055 -1.9624
H 3.0446 1.2844 1.2254
H 2.6466 2.2740 -0.1776
H 3.4896 0.7292 -0.3932
H 0.3748 -2.8383 1.6179
H -1.2979 -2.5962 2.1468
H 0.0154 -1.8190 3.0169
H 0.7352 0.6492 -3.1852
H 1.7679 1.9106 -2.4999
H 2.2510 0.2048 -2.3652
H -2.9186 -0.7316 0.0942
H -2.6010 -1.7180 -1.3471
H -2.5958 -2.4813 0.2532
H -0.3314 -1.8784 -0.6823
*
```

***

> Which formula does entry 3 have?

C23H23AsN2O2S5TcTe